C42H92BF9N3O13S9 | ωB97M-V/def2-TZVPD

Last column: Mulliken charge in e.
Cartesian coordinates (Å):
1 C -1.825 -4.807 0.499  -1.1424
2 C -1.479 -5.247 -0.948  -0.0673
3 C -0.184 -4.550 -1.361  1.1345
4 C 0.320 -4.958 -2.762  -1.2941
5 C 0.619 -3.674 -3.564  -0.5174
6 C -0.701 -3.156 -4.175  -0.3658
7 C -0.780 -1.634 -4.210  -1.7918
8 C -0.907 -1.023 -2.805  2.7636
9 C -2.349 -1.149 -2.332  -0.7735
10 C -2.772 -0.246 -1.131  -2.1584
11 C -1.797 0.820 -0.770  0.1810
12 C -1.628 1.980 -1.461  -1.1366
13 B -2.407 2.498 -2.725  0.8160
14 N -2.618 1.736 -3.932  -0.4889
15 O -2.860 3.820 -2.670  -0.6178
16 N -0.610 2.639 -0.791  1.2594
17 C -0.113 3.907 -1.309  -1.1367
18 C 0.637 3.756 -2.642  -1.2466
19 C 1.684 2.624 -2.643  0.3144
20 C 2.918 3.075 -1.875  -1.2820
21 C 3.898 1.962 -1.547  0.9029
22 F 4.628 2.252 -0.468  -0.3412
23 F 3.138 0.871 -1.197  -0.2209
24 C 4.774 1.457 -2.721  0.2523
25 F 4.071 1.374 -3.846  -0.2722
26 F 5.155 0.203 -2.422  -0.2714
27 S 6.370 2.436 -3.035  1.4692
28 F 6.953 1.923 -1.675  -0.2781
29 F 5.767 3.724 -2.359  -0.2969
30 F 5.841 2.930 -4.438  -0.3171
31 F 6.983 1.173 -3.764  -0.3105
32 F 7.698 3.217 -3.284  -0.2876
33 C -0.210 1.961 0.281  0.5516
34 C 0.808 2.344 1.297  0.6766
35 C 0.694 3.793 1.809  -1.4280
36 C -0.762 4.179 2.118  -0.5347
37 C -1.160 5.489 1.489  0.3474
38 O -0.450 6.469 1.594  -0.5847
39 O -2.379 5.534 0.845  -0.4832
40 N -0.930 0.820 0.291  1.1427
41 C -0.977 -0.328 1.230  -0.8667
42 C 0.276 -0.670 2.015  -0.3976
43 C 1.561 -0.740 1.230  0.4663
44 O 2.557 -0.181 1.625  -0.7041
45 O 1.516 -1.484 0.100  -0.3324
46 H -2.891 -4.620 0.572  0.3427
47 H -1.545 -5.598 1.185  0.4008
48 H -1.286 -3.895 0.737  -0.0605
49 H -1.303 -6.314 -1.025  0.5413
50 H -2.281 -4.921 -1.603  -0.0804
51 H 0.605 -4.715 -0.629  0.5011
52 H -0.393 -3.480 -1.347  -0.9653
53 H -0.501 -5.448 -3.272  0.3463
54 H 1.205 -5.582 -2.706  0.4673
55 H 1.318 -3.859 -4.376  0.5319
56 H 1.072 -2.932 -2.910  0.0637
57 H -1.569 -3.607 -3.699  0.1243
58 H -0.697 -3.500 -5.206  0.4447
59 H 0.132 -1.258 -4.675  0.3997
60 H -1.592 -1.281 -4.838  0.5016
61 H -0.562 0.003 -2.892  -0.1898
62 H -0.210 -1.555 -2.162  -1.5365
63 H -3.034 -1.047 -3.161  0.6994
64 H -2.474 -2.174 -1.992  0.2102
65 H -2.897 -0.896 -0.274  0.4865
66 H -3.755 0.173 -1.314  0.5568
67 H -2.820 2.375 -4.695  0.2463
68 H -3.484 1.209 -3.827  0.2025
69 H -3.546 3.905 -2.000  0.3152
70 H -0.962 4.548 -1.508  0.4156
71 H 0.515 4.441 -0.617  0.4625
72 H 1.169 4.694 -2.783  0.6546
73 H -0.042 3.632 -3.480  0.4045
74 H 1.197 1.761 -2.200  -0.3860
75 H 1.899 2.402 -3.681  0.5922
76 H 2.597 3.455 -0.908  0.2687
77 H 3.388 3.905 -2.392  0.5101
78 H 0.782 1.721 2.174  -0.1589
79 H 1.791 2.205 0.857  -0.6291
80 H 1.218 4.512 1.196  0.7735
81 H 1.236 3.795 2.748  0.8314
82 H -1.467 3.385 1.890  0.2115
83 H -0.856 4.357 3.186  0.5446
84 H -2.185 5.716 -0.082  0.2782
85 H -1.820 -0.165 1.898  0.3986
86 H -1.228 -1.199 0.640  -0.0496
87 H 0.102 -1.657 2.439  0.8285
88 H 0.354 -0.006 2.867  0.1147
89 H 1.955 -0.984 -0.601  0.1972
90 C 3.671 2.088 5.162  -1.0475
91 S 2.037 1.342 5.194  0.7398
92 O 1.371 1.781 6.443  -0.7300
93 C 2.601 -0.345 5.443  -0.9588
94 H 3.548 3.163 5.049  0.3391
95 H 4.187 1.873 6.097  0.4359
96 H 4.234 1.691 4.317  0.2808
97 H 3.188 -0.401 6.359  0.4394
98 H 3.199 -0.659 4.587  0.2112
99 H 1.723 -0.984 5.531  0.3087
100 C 7.564 -3.093 0.965  -0.9355
101 S 6.551 -1.870 1.806  0.5375
102 O 6.296 -2.377 3.178  -0.6611
103 C 5.059 -2.166 0.852  -0.3037
104 H 8.544 -3.106 1.439  0.2944
105 H 7.103 -4.077 1.052  0.3457
106 H 7.670 -2.816 -0.085  0.3363
107 H 4.759 -3.210 0.946  0.4400
108 H 5.238 -1.917 -0.195  0.3051
109 H 4.278 -1.523 1.250  -0.3528
110 C -5.918 -5.281 -3.850  -1.0054
111 S -4.961 -6.492 -2.928  0.4006
112 O -3.581 -5.935 -2.777  -0.5594
113 C -4.898 -7.722 -4.228  -0.9292
114 H -6.043 -4.400 -3.224  0.3220
115 H -5.387 -5.013 -4.763  0.2989
116 H -6.896 -5.700 -4.088  0.3966
117 H -4.434 -7.290 -5.116  0.3634
118 H -5.905 -8.067 -4.452  0.4200
119 H -4.308 -8.560 -3.876  0.2134
120 C -5.214 1.645 3.379  -0.9754
121 S -3.720 1.041 4.165  0.6089
122 O -3.149 -0.018 3.267  -0.7284
123 C -4.531 0.190 5.517  -1.1283
124 H -4.928 2.180 2.476  0.2137
125 H -5.860 0.805 3.123  0.3743
126 H -5.724 2.328 4.057  0.4251
127 H -5.220 -0.556 5.120  0.3281
128 H -5.065 0.918 6.127  0.4054
129 H -3.766 -0.297 6.116  0.3505
130 C -5.381 7.663 5.013  -0.8480
131 S -4.663 6.724 3.668  0.4633
132 O -4.125 5.451 4.235  -0.6081
133 C -3.267 7.823 3.412  -0.3954
134 H -6.261 7.126 5.364  0.4042
135 H -4.659 7.755 5.823  0.2697
136 H -5.668 8.647 4.656  0.2635
137 H -2.689 7.901 4.333  0.3244
138 H -3.635 8.804 3.115  0.1166
139 H -2.649 7.409 2.621  0.0390
140 C 11.183 -4.279 -1.209  -0.8604
141 S 12.747 -4.401 -0.328  0.4919
142 O 13.064 -5.843 -0.203  -0.6031
143 C 12.102 -3.859 1.262  -0.8550
144 H 11.344 -4.615 -2.231  0.3500
145 H 10.438 -4.914 -0.729  0.2568
146 H 10.850 -3.241 -1.217  0.3084
147 H 11.296 -4.523 1.576  0.2585
148 H 11.741 -2.833 1.176  0.3101
149 H 12.914 -3.900 1.984  0.3432
150 C -5.267 12.139 3.152  -0.9502
151 S -4.192 11.865 4.567  0.4420
152 O -4.528 10.519 5.114  -0.5206
153 C -4.973 13.076 5.636  -0.9883
154 H -4.976 11.443 2.367  0.2945
155 H -6.303 11.959 3.438  0.3130
156 H -5.142 13.161 2.796  0.4011
157 H -6.029 12.833 5.757  0.3094
158 H -4.857 14.069 5.203  0.3958
159 H -4.476 13.040 6.603  0.3229
160 C -4.712 -12.730 -5.567  -0.9407
161 S -5.294 -12.038 -4.016  0.4126
162 O -5.526 -10.585 -4.246  -0.5326
163 C -3.732 -12.188 -3.142  -0.9471
164 H -5.532 -12.692 -6.281  0.3122
165 H -3.873 -12.142 -5.939  0.2981
166 H -4.412 -13.766 -5.411  0.3799
167 H -2.958 -11.637 -3.675  0.3032
168 H -3.462 -13.241 -3.062  0.3921
169 H -3.862 -11.769 -2.146  0.3091

Calculated values
E_LUMO ... -2.20 eV
Charge ... +1
HOMO energy ... -9.97 eV
Largest force on an atom ... 1.639 eV/A
E ... -7304.84919 hartree